Record 1
Computed, not measured: C17H18B2KO25 as an isolated structure in a non-equilibrium geometry, with ωB97M-V with the def2-TZVPD basis set.

Atoms and positions in Å:
K1 -1.0315 0.3796 -0.2365
O1 -2.8988 3.7552 -2.9853
O2 -4.1432 -3.5062 0.0612
O3 2.9102 4.3393 -0.2997
O4 -2.0227 2.7781 -1.1530
O5 0.3941 0.6452 4.3146
O6 1.6008 3.4121 -1.8805
O7 -0.8287 0.0406 -3.1305
O8 3.6413 -6.2596 2.7653
O9 2.0086 1.4791 3.1481
O10 3.2250 -4.4311 1.4838
O11 0.3278 0.3898 2.1043
O12 4.9973 2.6365 -1.6074
O13 3.2722 -4.3487 4.9529
O14 4.0297 -2.0900 1.5766
O15 1.3218 2.5650 -4.1719
O16 3.2370 1.9855 -2.8144
O17 1.5400 -0.8376 -0.4600
O18 -2.3505 -4.1462 -0.9110
O19 0.9677 1.1314 -2.3379
O20 -0.1212 1.5794 -5.5668
O21 1.8168 -2.5252 0.9715
O22 -2.4921 -2.0087 -0.3067
O23 2.5807 -3.0184 3.2549
O24 4.2896 -0.1834 0.4495
O25 -4.1369 2.4412 -1.8553
C1 -1.0133 -3.9510 -1.4132
C2 -1.6148 4.4171 -3.2418
C3 2.7478 3.5617 -1.1911
C4 3.6231 -1.0946 0.8063
C5 -2.9563 -3.1147 -0.3750
C6 -4.4282 1.5784 -0.7558
C7 0.4015 1.6875 -4.4967
C8 -2.9296 2.9768 -1.9218
C9 0.0842 0.8144 -3.2645
C10 0.9050 0.7816 3.0985
C11 -0.8127 -0.0440 4.5389
C12 3.3584 -5.1134 2.6169
C13 2.1788 -1.4232 0.3663
C14 3.8238 2.6684 -1.8615
C15 -4.8503 -2.6332 0.9189
C16 3.1163 -4.1007 3.7919
C17 2.3339 2.2163 1.9821
B1 1.7900 2.3186 -2.8033
B2 2.9156 -3.0243 1.8309
H1 -0.5436 -4.9176 -1.2604
H2 -3.8128 0.6804 -0.8808
H3 -1.8850 5.2773 -3.8489
H4 -5.5999 -3.2507 1.4186
H5 -1.0526 3.7235 -3.8584
H6 -4.2160 -2.2660 1.7263
H7 -1.2181 4.7374 -2.2849
H8 -1.5658 0.1650 3.7715
H9 2.7709 1.6292 1.1737
H10 -0.5644 -1.1065 4.4736
H11 -5.4695 1.2967 -0.8465
H12 -1.0822 -3.7150 -2.4731
H13 3.1453 2.9174 2.1833
H14 -0.4542 -3.1686 -0.9059
H15 -4.1371 2.0486 0.1829
H16 -5.3936 -1.8559 0.3831
H17 -1.2596 0.2521 5.4819
H18 1.5300 2.8277 1.5721

Computed properties:
Frontier orbital gap = 8.58 eV
Total charge = -1
Spin multiplicity = 1
Highest occupied orbital energy = -7.342 eV
M = 683.0 g/mol


Record 2
Computed, not measured: C17H18BBrMgN6O2 as an isolated structure in a non-equilibrium geometry, with ωB97M-V with the def2-TZVPD basis set.

Atoms and positions in Å:
Br1 1.7013 2.7841 2.9321
Mg1 0.2735 0.0962 -0.0304
O1 1.5414 0.4301 1.4016
O2 2.4869 -1.5668 1.8448
N1 0.5804 1.7123 -2.6138
N2 1.2578 -0.9456 -1.4403
N3 1.1733 -0.7545 -2.8176
N4 -1.4828 -0.1433 -1.5115
N5 -1.2218 -0.0128 -2.8661
N6 0.5876 1.7348 -1.2213
C1 2.1762 -1.8982 -1.2147
C2 -3.3679 -0.5458 -2.6657
C3 0.9041 2.9343 -3.0743
C4 2.0233 -1.6015 -3.4285
C5 2.2562 -0.0065 3.6169
C6 2.4100 0.5784 6.3670
C7 2.6814 -2.3566 -2.4482
C8 0.9373 2.9722 -0.8369
C9 2.1050 -0.4227 2.1797
C10 2.5295 -1.0198 4.5501
C11 2.1298 1.5914 5.4418
C12 -2.3500 -0.2357 -3.5653
C13 -1.0012 -1.5578 1.3588
C14 1.1419 3.7725 -1.9774
C15 -2.7740 -0.4910 -1.3907
C16 2.0568 1.3211 4.0696
C17 2.5933 -0.7336 5.9137
B1 0.2201 0.3661 -3.3398
H1 -1.8626 -2.0809 0.9391
H2 2.1165 -1.6089 -4.5056
H3 -0.9086 -1.8668 2.4016
H4 -4.3913 -0.7802 -2.8874
H5 0.9395 3.1070 -4.1399
H6 2.8059 -1.5394 6.6146
H7 1.9949 2.6075 5.7913
H8 2.4501 -2.1889 -0.2024
H9 2.6813 -2.0354 4.1788
H10 1.4297 4.8074 -1.9826
H11 0.2857 0.4823 -4.5186
H12 -3.2336 -0.7002 -0.4290
H13 1.0357 3.2201 0.2173
H14 -2.3451 -0.1520 -4.6395
H15 -0.0971 -1.8869 0.8163
H16 3.4301 -3.1188 -2.5783
H17 -1.1801 -0.4661 1.3265
H18 2.4733 0.8180 7.4302

Computed properties:
Frontier orbital gap = 9.31 eV
Total charge = 0
Spin multiplicity = 1
Highest occupied orbital energy = -8.927 eV
M = 453.4 g/mol


Record 3
Computed, not measured: C17H18BClN6O2V as an isolated structure in a non-equilibrium geometry, with ωB97M-V with the def2-TZVPD basis set.

Atoms and positions in Å:
V1 0.0743 -0.0466 -0.6490
Cl1 3.5315 0.3231 7.0973
O1 0.5034 1.8827 1.2435
O2 1.2363 -0.2139 0.9020
N1 0.0002 -0.3049 -2.5958
N2 -1.6180 0.9104 -0.8403
N3 -0.8724 -1.7892 -0.5112
N4 -1.1972 -0.7328 -3.1880
N5 -2.6710 0.3458 -1.5728
N6 -2.0099 -2.0452 -1.2879
C1 -3.3535 2.3352 -0.8779
C2 2.6535 1.7481 4.9767
C3 1.5765 0.7261 3.0746
C4 -0.6435 -2.9154 0.2262
C5 2.2996 -0.6634 4.9099
C6 -3.6952 1.2072 -1.6210
C7 -1.5974 -3.8827 -0.1143
C8 0.3121 -0.5514 -4.8099
C9 2.7210 1.9264 -0.8396
C10 2.0251 1.8710 3.7325
C11 2.7743 0.4800 5.5656
C12 -1.0120 -0.8789 -4.5069
C13 1.7005 -0.5355 3.6546
C14 1.0437 0.8429 1.6714
C15 -2.0600 2.1159 -0.3908
C16 -2.4363 -3.3010 -1.0686
C17 0.9162 -0.2087 -3.6006
B1 -2.4475 -0.9845 -2.3095
H1 -3.2958 -3.6823 -1.5980
H2 -3.4544 -1.3473 -2.8618
H3 1.9926 2.6271 -0.4241
H4 0.1672 -2.9518 0.9302
H5 -4.5825 0.9336 -2.1801
H6 -1.8451 -1.2210 -5.1048
H7 -1.6873 -4.8804 0.2689
H8 -3.9706 3.1975 -0.7105
H9 1.9165 2.8411 3.2520
H10 0.7590 -0.5715 -5.7846
H11 3.0527 2.6175 5.4907
H12 2.9221 2.1656 -1.8884
H13 1.3585 -1.4125 3.1107
H14 2.3187 0.8885 -0.7562
H15 1.9379 0.0747 -3.3732
H16 3.6570 2.0015 -0.2698
H17 2.4178 -1.6369 5.3774
H18 -1.4185 2.6960 0.2513

Computed properties:
Frontier orbital gap (spin up / spin down) = 3.73 / 4.56 eV
Total charge = +2
Spin multiplicity = 2
Highest occupied orbital energy (spin up / spin down) = -13.983 / -14.002 eV
M = 435.6 g/mol


Record 4
Computed, not measured: C17H18BCsN12 as an isolated structure in a non-equilibrium geometry, with ωB97M-V with the def2-TZVPD basis set.

Atoms and positions in Å:
Cs1 0.9136 0.7121 1.1084
N1 -2.1753 -0.9385 0.6934
N2 -0.9077 0.0533 -3.7302
N3 -1.2919 2.5652 1.4976
N4 -1.8031 1.5199 0.8388
N5 -0.9998 -1.5886 0.6730
N6 -0.7093 0.1147 3.3693
N7 -1.9907 0.1702 2.9746
N8 0.6787 1.6989 -3.5055
N9 2.2607 3.3066 -3.1081
N10 2.4797 1.3166 -1.9942
N11 3.4809 -0.3393 0.0190
N12 0.8928 -0.3840 -2.3892
C1 -1.6562 1.6642 -0.4940
C2 3.2657 -3.0952 -0.3360
C3 -2.0544 -0.1672 5.1517
C4 2.7403 -0.8493 -0.9614
C5 4.1076 -1.1935 0.8231
C6 4.0406 -2.5704 0.6894
C7 1.7917 2.0671 -2.8713
C8 -0.8178 3.3894 0.5686
C9 -2.4017 -2.5261 -0.8220
C10 -3.0410 -1.4816 -0.1873
C11 -0.7351 -0.0840 4.6807
C12 0.2534 0.4749 -3.1970
C13 -1.1246 -2.5469 -0.2364
C14 2.5970 -2.2197 -1.1695
C15 -2.8232 0.0010 4.0238
C16 1.9956 0.0954 -1.8321
C17 -1.0203 2.8680 -0.7206
B1 -2.4772 0.3163 1.5415
H1 -1.3161 -0.7977 -3.3839
H2 -0.3626 4.3246 0.8556
H3 3.1436 3.5680 -2.7098
H4 -2.3862 -0.3189 6.1641
H5 4.6959 -0.7504 1.6193
H6 -2.0083 0.9159 -1.1846
H7 -0.3124 -3.2264 -0.4419
H8 3.1799 -4.1646 -0.4751
H9 1.8319 3.8565 -3.8291
H10 -2.8051 -3.1946 -1.5637
H11 -3.8923 0.0089 3.9058
H12 -3.6737 0.4698 1.5358
H13 -1.4714 0.7084 -4.2402
H14 1.9649 -2.5633 -1.9747
H15 4.5703 -3.2198 1.3724
H16 -4.0456 -1.1152 -0.3124
H17 -0.7685 3.3070 -1.6710
H18 0.1869 -0.1577 5.2356

Computed properties:
Frontier orbital gap = 8.39 eV
Total charge = 0
Spin multiplicity = 1
Highest occupied orbital energy = -8.530 eV
M = 534.1 g/mol


Record 5
Computed, not measured: C17H18BN7O3PtS as an isolated structure in a non-equilibrium geometry, with ωB97M-V with the def2-TZVPD basis set.

Atoms and positions in Å:
Pt1 -0.9181 0.6214 -1.2025
S1 -2.8067 -1.3273 0.2628
O1 -2.0101 -2.5303 0.3928
O2 -3.5397 -1.1432 -0.9752
O3 -0.8933 1.6477 1.9352
N1 2.8080 -0.5956 -0.6672
N2 1.2493 -0.3615 -3.3109
N3 -1.8364 0.0933 0.4857
N4 0.8519 1.8046 -1.2481
N5 0.1995 -0.6868 -2.4436
N6 1.8587 1.8623 -2.2202
N7 3.4596 -0.2428 -1.8588
C1 -4.5460 -1.4659 2.3884
C2 -4.9896 -0.9346 3.5996
C3 0.9819 -0.9304 -4.5048
C4 3.6335 -1.3039 0.0575
C5 2.0940 3.1667 -2.4910
C6 -3.5589 -0.7394 1.7807
C7 -0.1667 -1.7307 -4.3767
C8 -4.4453 0.2311 4.1744
C9 4.9106 -1.3800 -0.5748
C10 4.7457 -0.7001 -1.7825
C11 -2.9943 0.3997 2.3670
C12 -3.4055 0.9241 3.5748
C13 0.9230 -0.6982 4.3269
C14 -1.8029 0.8553 1.6539
C15 -0.6121 -1.5831 -3.0674
C16 1.3636 3.9515 -1.5837
C17 0.6302 3.0657 -0.7991
B1 2.4425 0.5612 -2.8771
H1 -0.0523 3.1824 0.0373
H2 5.7625 -1.8808 -0.1280
H3 -1.4423 -2.0033 -2.5038
H4 1.6123 -0.6995 -5.3514
H5 2.7227 3.4398 -3.3301
H6 1.9816 -0.6118 4.5905
H7 3.0323 0.8771 -3.8608
H8 -5.7816 -1.4649 4.0996
H9 -2.8657 1.8067 3.9263
H10 5.4486 -0.5135 -2.5896
H11 -4.8143 0.6145 5.1154
H12 0.2952 -0.1429 5.0307
H13 3.2732 -1.7253 0.9948
H14 -4.8876 -2.3632 1.8769
H15 -0.6471 -2.3492 -5.1039
H16 0.6493 -1.7032 4.3388
H17 1.3284 5.0171 -1.4776
H18 0.7584 -0.3109 3.3190

Computed properties:
Frontier orbital gap (spin up / spin down) = 8.87 / 5.05 eV
Total charge = +2
Spin multiplicity = 5
Highest occupied orbital energy (spin up / spin down) = -15.313 / -15.257 eV
M = 606.3 g/mol


Please write out number 5 again, unchanged.
Computed, not measured: C17H18BN7O3PtS as an isolated structure in a non-equilibrium geometry, with ωB97M-V with the def2-TZVPD basis set.

Atoms and positions in Å:
Pt1 -0.9181 0.6214 -1.2025
S1 -2.8067 -1.3273 0.2628
O1 -2.0101 -2.5303 0.3928
O2 -3.5397 -1.1432 -0.9752
O3 -0.8933 1.6477 1.9352
N1 2.8080 -0.5956 -0.6672
N2 1.2493 -0.3615 -3.3109
N3 -1.8364 0.0933 0.4857
N4 0.8519 1.8046 -1.2481
N5 0.1995 -0.6868 -2.4436
N6 1.8587 1.8623 -2.2202
N7 3.4596 -0.2428 -1.8588
C1 -4.5460 -1.4659 2.3884
C2 -4.9896 -0.9346 3.5996
C3 0.9819 -0.9304 -4.5048
C4 3.6335 -1.3039 0.0575
C5 2.0940 3.1667 -2.4910
C6 -3.5589 -0.7394 1.7807
C7 -0.1667 -1.7307 -4.3767
C8 -4.4453 0.2311 4.1744
C9 4.9106 -1.3800 -0.5748
C10 4.7457 -0.7001 -1.7825
C11 -2.9943 0.3997 2.3670
C12 -3.4055 0.9241 3.5748
C13 0.9230 -0.6982 4.3269
C14 -1.8029 0.8553 1.6539
C15 -0.6121 -1.5831 -3.0674
C16 1.3636 3.9515 -1.5837
C17 0.6302 3.0657 -0.7991
B1 2.4425 0.5612 -2.8771
H1 -0.0523 3.1824 0.0373
H2 5.7625 -1.8808 -0.1280
H3 -1.4423 -2.0033 -2.5038
H4 1.6123 -0.6995 -5.3514
H5 2.7227 3.4398 -3.3301
H6 1.9816 -0.6118 4.5905
H7 3.0323 0.8771 -3.8608
H8 -5.7816 -1.4649 4.0996
H9 -2.8657 1.8067 3.9263
H10 5.4486 -0.5135 -2.5896
H11 -4.8143 0.6145 5.1154
H12 0.2952 -0.1429 5.0307
H13 3.2732 -1.7253 0.9948
H14 -4.8876 -2.3632 1.8769
H15 -0.6471 -2.3492 -5.1039
H16 0.6493 -1.7032 4.3388
H17 1.3284 5.0171 -1.4776
H18 0.7584 -0.3109 3.3190

Computed properties:
Frontier orbital gap (spin up / spin down) = 8.87 / 5.05 eV
Total charge = +2
Spin multiplicity = 5
Highest occupied orbital energy (spin up / spin down) = -15.313 / -15.257 eV
M = 606.3 g/mol


Question: Among the records above, which one has the highest spin multiplicity?
Answer: C17H18BN7O3PtS


Question: What is the total charge in the fifth record?
Answer: +2


Question: What is the formula in the third record?
Answer: C17H18BClN6O2V